No. 1
The following is a DFT calculation (ωB97M-V with the def2-TZVPD basis set) of 9 unconnected molecules or ions with the total composition C24H44F30N8P5 in a non-equilibrium geometry.

XYZ file:
```
111
Properties=species:S:1:pos:R:3:forces:R:3
C 3.036 -0.978 7.960 0.4901 -1.0478 -0.9579
C 3.560 -2.308 7.341 -0.6366 0.1554 1.6530
N 3.013 -2.576 6.034 -1.8546 -0.1096 -2.4144
C 3.722 -2.646 4.851 -0.4471 -0.2538 0.2095
C 2.819 -2.794 3.830 0.9774 0.2760 -0.2539
N 1.561 -2.718 4.332 0.5241 -0.0064 3.0574
C 1.675 -2.636 5.677 1.6214 1.0985 -0.0214
C 0.286 -2.580 3.660 -0.9270 -0.4901 -1.5789
H 3.144 -1.033 9.041 0.2591 0.3032 -0.0538
H 1.980 -0.843 7.734 0.0446 0.2354 -0.0538
H 3.645 -0.221 7.471 -0.3960 0.5730 0.4753
H 3.298 -3.126 8.014 -0.1037 -0.1671 -0.1896
H 4.648 -2.311 7.303 -0.0406 0.0445 -0.3762
H 4.793 -2.532 4.870 -0.0442 -0.2431 -0.2181
H 3.007 -2.933 2.779 -0.1020 0.1882 0.0384
H 0.911 -2.339 6.382 -0.4432 -0.3057 -0.3031
H 0.417 -2.039 2.722 0.0302 0.6175 0.3640
H -0.471 -2.115 4.294 0.0792 0.1790 -0.0188
H -0.073 -3.548 3.307 -0.0647 -0.1962 0.4943
C 2.815 0.434 -6.428 -1.5490 0.4140 -0.4880
C 1.886 0.631 -5.218 0.4061 -1.1281 -1.1604
N 2.550 0.308 -3.988 1.2739 -0.2761 0.3776
C 3.199 1.238 -3.198 -0.7150 -0.9573 0.7533
C 3.554 0.559 -2.066 0.0184 0.2187 -0.3848
N 3.192 -0.757 -2.235 1.0359 0.7562 -0.1208
C 2.718 -0.932 -3.474 -1.2817 1.6997 0.9684
C 3.238 -1.704 -1.142 -0.2801 -1.9116 -0.3405
H 3.650 1.127 -6.502 0.0548 -0.1447 0.1585
H 2.112 0.623 -7.244 0.4382 0.2308 -0.4239
H 3.089 -0.609 -6.579 0.3736 0.0522 0.3985
H 1.076 -0.088 -5.344 -0.1463 0.1300 0.1757
H 1.420 1.613 -5.173 0.3035 0.0611 0.1897
H 3.238 2.280 -3.464 -0.0155 -0.0563 0.1040
H 4.047 0.877 -1.162 -0.2585 0.1131 0.0116
H 2.331 -1.838 -3.908 -0.1031 0.0257 0.1891
H 2.390 -2.365 -1.314 -0.2051 0.1829 0.4865
H 3.146 -1.262 -0.153 -0.1976 0.4277 -0.3232
H 4.099 -2.374 -1.188 0.3737 0.4414 -0.1013
C 0.440 -6.779 -4.939 1.0490 0.2804 -0.1177
C 1.075 -5.343 -5.088 -1.8676 -0.6066 0.1930
N 0.371 -4.482 -4.120 -1.0185 1.2850 0.2753
C 0.717 -4.189 -2.835 0.6049 -0.4615 0.7428
C -0.239 -3.396 -2.287 0.5035 1.5631 0.0082
N -1.135 -3.051 -3.273 1.2712 -2.0893 -1.1981
C -0.784 -3.816 -4.340 0.0416 0.7012 -0.3847
C -2.232 -2.087 -3.159 -1.2089 0.1682 0.3216
H -0.642 -6.790 -4.815 0.0105 0.5417 -0.0814
H 0.853 -7.249 -4.046 0.0138 0.0011 0.0136
H 0.653 -7.441 -5.778 0.2414 0.1939 -0.0867
H 0.882 -4.870 -6.050 -0.0246 -0.3510 -0.1811
H 2.146 -5.261 -4.917 -0.0582 -0.3333 0.2541
H 1.651 -4.529 -2.418 -0.1945 -0.1739 0.1286
H -0.212 -2.837 -1.366 -0.2570 -0.0662 0.4628
H -1.270 -3.869 -5.301 -0.2730 0.2147 0.1600
H -2.229 -1.642 -2.161 -0.0001 -0.1437 0.1137
H -3.179 -2.599 -3.326 0.0158 -0.0770 0.3118
H -2.220 -1.270 -3.880 0.6866 -0.1726 -0.1437
C -2.220 2.860 -2.762 -1.3309 -0.9511 0.2621
C -2.444 4.349 -3.039 1.1231 -1.2990 -2.2425
N -1.436 5.099 -2.347 -0.1898 2.7512 2.2205
C -0.077 5.008 -2.556 -0.8139 0.5316 -0.1680
C 0.488 5.996 -1.811 0.6213 -0.3162 0.5513
N -0.478 6.586 -1.029 -1.4842 0.0738 -1.6677
C -1.654 6.078 -1.434 0.4642 -1.3350 -0.4981
C -0.268 7.621 -0.013 0.4226 0.4660 -0.3864
H -2.921 2.513 -2.000 0.1058 -0.0180 0.1795
H -1.247 2.525 -2.400 0.1533 0.7227 0.1057
H -2.433 2.217 -3.619 -0.1866 0.3301 -0.2795
H -3.468 4.716 -3.052 0.0495 0.0597 1.3971
H -2.220 4.564 -4.091 0.2224 -0.2770 -0.2008
H 0.235 4.258 -3.263 0.5483 0.2332 0.1272
H 1.501 6.353 -1.718 0.0514 -0.4043 0.0474
H -2.661 6.311 -1.128 0.2496 0.1622 0.4601
H -1.129 7.668 0.650 0.0492 0.1580 -0.4329
H -0.057 8.594 -0.450 0.0292 -0.0372 -0.3913
H 0.542 7.229 0.600 0.0869 0.8228 -0.3334
P -0.746 1.373 5.542 -4.2880 0.3252 -1.4021
F -0.702 -0.181 6.010 1.6178 -0.8062 0.0093
F -1.300 1.687 7.100 1.2026 -0.3046 -0.1967
F 0.821 1.601 5.857 -0.1267 -0.1839 0.4329
F -1.026 2.932 5.293 1.2844 0.3718 -0.4157
F -0.442 1.038 3.968 1.9547 0.1230 1.1387
F -2.255 1.083 5.053 -0.8739 0.1643 1.1406
P -0.278 4.463 1.734 -3.0509 -3.3022 2.4622
F -0.353 2.866 1.929 2.2092 0.3975 -1.0279
F 0.726 4.740 2.932 0.4568 -0.1896 0.1968
F 0.962 4.416 0.697 0.4777 0.3560 -0.2969
F -0.441 6.092 1.592 -0.2886 -1.3471 1.0689
F -1.274 4.313 0.455 -0.3005 0.4448 -0.6585
F -1.572 4.349 2.753 0.3534 2.3285 -0.4959
P -3.576 -2.054 3.583 0.0010 1.7784 1.3746
F -4.644 -2.961 4.439 -0.1790 -0.5721 -0.7155
F -4.230 -0.747 4.293 -0.5777 -0.2354 -1.0508
F -2.638 -2.135 4.914 1.2031 -0.8804 0.1040
F -2.426 -1.047 2.929 -1.0811 -1.9316 -0.2758
F -2.865 -3.461 3.000 0.0538 0.9131 0.1160
F -4.551 -2.029 2.307 0.7261 0.0690 0.6775
P -5.364 -0.200 -0.636 0.4009 1.7523 3.4636
F -6.105 -1.588 -0.198 0.3174 0.5720 -1.3150
F -5.808 0.476 0.795 -1.3033 -0.7062 -0.5588
F -4.019 -0.633 0.085 0.4033 -1.0115 -0.4776
F -4.678 1.264 -0.861 0.4520 0.5010 -1.7893
F -4.751 -0.760 -2.052 -0.3740 -0.4005 -0.3417
F -6.678 0.344 -1.429 0.0337 -0.6194 0.1279
P -0.142 0.064 -0.101 -3.6435 1.1992 6.1794
F 0.717 -1.307 0.343 0.8075 0.1077 -0.9810
F 0.123 -0.222 -1.675 0.9924 -0.0241 -0.5376
F -1.452 -0.878 -0.099 0.2008 -1.2221 -2.1809
F -1.096 1.320 -0.421 1.3551 0.1269 -1.4300
F -0.580 0.278 1.457 2.0466 -0.0833 -0.6568
F 1.225 0.974 0.153 -0.6633 -0.9879 -1.5528
```
Forces are in eV/Å.

The value obtained for the gap between HOMO and LUMO is 5.32 eV. The total energy is -6082.56397 Ha. As for the HOMO energy: -5.579 eV. As for the charge: -1. Its LUMO energy is -0.0095 Ha. The strongest force on any atom comes out at 7.273 eV/A. The spin multiplicity is 1.

=====

No. 2
The following is a DFT calculation (ωB97M-V with the def2-TZVPD basis set) of a molecular structure, C24H44GeN6O6Se2SiY in a non-equilibrium geometry.

XYZ file:
```
85
Properties=species:S:1:pos:R:3:forces:R:3
Y -0.637 0.618 -0.527 -0.2697 -0.0427 0.4280
C -3.025 -0.883 3.391 -1.4927 1.0434 1.9623
C -2.657 -0.566 2.001 0.3916 -1.0897 -0.5669
N -1.965 0.481 1.734 -0.0457 0.2210 -0.3062
O -1.699 1.302 2.835 -0.6078 -1.3455 0.3719
C -2.906 -1.539 0.909 0.6812 0.9685 1.0616
C -3.728 -2.746 0.913 -1.7552 -0.1828 -0.3451
N -2.196 -1.339 -0.149 0.7347 0.7099 -1.1240
O -2.323 -2.153 -1.130 0.0015 -0.2065 -0.1117
H -3.099 0.121 3.925 -0.0122 -1.4210 -0.4013
H -2.253 -1.460 3.932 -0.2258 0.1615 -0.4574
H -4.017 -1.407 3.514 1.1049 0.4031 -0.3569
H -1.265 2.036 2.410 0.5676 1.1498 -0.4858
H -4.450 -2.807 1.717 0.0611 -0.0066 0.5177
H -3.149 -3.662 0.855 0.1723 -0.1181 -0.0362
H -4.347 -2.699 -0.011 0.4196 -0.2770 0.3118
O 1.699 0.627 -1.122 0.1244 -0.3455 0.0820
N 2.614 0.458 -0.249 -0.9678 0.2489 -0.7427
N 2.149 0.190 0.903 0.6162 0.5747 1.5842
O 0.885 0.128 1.223 -0.2974 -0.1214 -0.7397
C 3.090 0.329 2.002 -0.7263 0.6395 0.1172
C 4.444 0.207 1.740 -0.2001 -0.7378 -0.3553
C 5.314 0.333 2.819 -0.8095 -0.1707 -0.7451
C 4.805 0.673 4.056 1.4279 -0.0396 0.4353
C 3.473 0.893 4.296 -0.2265 -0.2891 0.0790
C 2.586 0.721 3.263 -0.9148 0.0584 -1.1691
H 4.722 -0.053 0.697 0.1249 0.2142 1.0470
H 6.342 0.080 2.677 0.5830 0.2133 0.0664
H 5.525 0.780 4.850 0.0545 -0.0219 0.3801
H 3.133 1.106 5.301 -0.0613 0.2637 -0.0726
H 1.515 0.977 3.370 0.7216 -0.5351 -0.1701
C 5.446 -4.256 -0.797 -0.3629 0.2125 0.3098
Ge 3.540 -4.547 -0.248 0.1799 0.6527 -0.8267
C 3.468 -4.836 1.631 0.6449 -1.4028 2.3077
C 2.825 -6.014 -1.307 -0.1657 -0.6225 1.0926
C 2.533 -2.901 -0.559 -0.7094 -0.3734 -0.8256
Se 0.543 -2.853 -0.367 0.6067 -0.5498 -0.6789
C 0.183 -3.589 -2.174 -0.7219 0.4555 0.1676
H 5.996 -5.214 -0.786 -0.1754 0.4678 -0.0937
H 5.946 -3.531 -0.118 -0.2900 -0.4774 -0.4143
H 5.418 -3.826 -1.809 0.2423 -0.2264 0.2529
H 3.268 -3.886 2.111 -0.0763 0.3413 0.0653
H 4.426 -5.204 2.103 -0.7140 0.3959 -0.7381
H 2.714 -5.539 2.050 0.1916 0.4187 -0.6657
H 3.575 -6.814 -1.243 -0.4023 -0.0702 -0.1464
H 2.598 -5.796 -2.323 0.2084 0.3808 -0.9138
H 1.864 -6.337 -0.876 0.4265 -0.0917 0.0876
H 2.667 -2.604 -1.592 0.0971 0.0559 -0.3925
H 2.939 -2.079 -0.016 0.2538 0.5188 0.7591
H 0.603 -4.583 -2.318 0.1897 0.1438 0.0871
H 0.518 -2.858 -2.921 0.1091 -0.2708 0.2400
H -0.916 -3.644 -2.262 0.5288 0.1007 0.2315
C -6.038 2.665 0.576 -1.8633 0.7866 -1.0943
N -5.119 2.053 -0.334 0.1233 -0.2778 -1.4082
C -5.360 1.315 -1.524 -1.5613 0.4763 1.9620
C -4.163 0.848 -1.907 0.0627 0.4736 -0.0362
N -3.192 1.377 -1.108 1.7197 -0.8189 0.1253
C -3.777 2.065 -0.180 -0.9925 -0.0281 0.0247
H -6.827 1.970 0.885 0.4365 -0.1686 0.2797
H -6.640 3.521 0.136 1.0105 -0.7311 0.1638
H -5.475 3.046 1.396 0.2131 0.1546 0.7719
H -6.392 1.103 -1.807 0.5321 0.0610 -0.0847
H -3.984 0.138 -2.670 0.4890 -0.3744 -0.6416
H -3.307 2.552 0.646 0.3680 0.2689 0.2370
C 0.193 0.796 -4.587 0.2175 1.3695 -0.0998
C -0.397 0.894 -3.199 0.4803 -0.5535 0.1044
O -0.433 1.970 -2.558 0.1471 0.0761 -0.1360
O -0.772 -0.191 -2.661 -0.0153 -0.1985 -0.1983
H 0.101 1.773 -5.090 0.1994 -0.3067 0.1773
H -0.341 0.074 -5.159 -0.3893 -0.7098 -0.3741
H 1.255 0.511 -4.556 -0.3622 0.1110 0.2395
C -0.770 6.391 0.080 1.4349 -0.3743 1.1856
Si -0.548 4.790 -0.806 -0.2301 -1.2396 0.3111
C 1.002 4.851 -1.809 0.2857 0.3083 -0.1277
C -2.053 4.485 -1.833 -1.0950 -0.4837 0.4931
Se -0.257 3.205 0.800 -0.0062 0.3794 -0.3549
H -0.629 7.250 -0.516 -0.0132 1.1007 -0.9353
H 0.075 6.399 0.809 -0.5733 0.0809 -0.2391
H -1.679 6.471 0.636 -0.6766 -0.0203 0.3528
H 0.862 5.270 -2.811 0.0434 0.1240 0.1236
H 1.437 3.865 -1.912 0.0048 -0.2309 -0.0079
H 1.684 5.469 -1.220 0.2524 0.0603 -0.2365
H -2.155 5.208 -2.630 -0.1526 0.4203 -0.2009
H -2.927 4.542 -1.137 0.4180 0.2332 -0.5718
H -2.107 3.491 -2.275 0.2572 0.0533 0.0314
```
Forces are in eV/Å.

The value obtained for the gap between HOMO and LUMO is 7.03 eV. The total energy is -8928.61364 Ha. As for the HOMO energy: -4.551 eV. As for the charge: -1. The energy relative to the best compared isomer or geometry (same formula, charge and spin) is 21.1 kcal/mol. Its LUMO energy is 0.0911 Ha. The strongest force on any atom comes out at 2.777 eV/A. The spin multiplicity is 1.